{"formula": "C2H7OS", "method": "ωB97M-V/def2-TZVPD", "elements": ["C", "S", "H", "H", "H", "H", "C", "O", "H", "H", "H"], "coordinates": [[-0.39389, -0.24702, 1.57427], [-1.23253, -1.56041, 2.49172], [-0.50868, -0.60615, 0.55145], [0.68318, -0.22880, 1.65761], [-0.93950, 0.68411, 1.56504], [-1.21250, -2.44885, 1.48613], [0.70563, 0.87319, -1.87914], [-0.30714, 0.96212, -0.96534], [0.43836, 0.82883, -2.95508], [1.35248, -0.00366, -1.64856], [1.41459, 1.74664, -1.87808]], "nbo_charge": [-0.7514, -0.1263, 0.2877, 0.2092, 0.2431, 0.1100, -0.1996, -0.9927, 0.0777, 0.0742, 0.0682], "e_lumo_ha": 0.125, "spin_multiplicity": 1, "charge": -1, "e_above_lowest_ev": 2.330, "e_homo_ev": -2.19, "e_tot_ha": -553.7783, "orbital_gap_ev": 5.58}